Entry w
Here is C3H8IN2O as an isolated structure from OMol25. Energies are from ωB97M-V/def2-TZVPD.

```
15
Properties=species:S:1:pos:R:3:mulliken_charge:R:1
C -1.87 -1.15 1.88 0.89
C 0.75 0.86 -1.57 -0.89
C 0.10 -0.85 0.24 -0.96
N -1.17 -1.10 2.91 -0.28
N -0.28 0.30 -0.65 -0.16
O -2.69 -1.02 1.03 -0.31
I 1.58 -0.17 1.73 0.05
H 1.30 1.67 -1.07 0.36
H 1.26 0.06 -1.99 0.33
H 0.03 1.37 -2.21 0.38
H 0.62 -1.60 -0.28 0.32
H -0.11 -1.18 2.68 0.21
H -1.57 -1.52 3.87 0.34
H -1.04 -0.05 -1.27 0.39
H -0.70 1.01 -0.12 0.35
```

* gap between HOMO and LUMO: 8.36 eV
* net charge: +1



Entry x
Here is an isolated ion of composition C3H8IN2O and charge +1 from OMol25. Energies are from ωB97M-V/def2-TZVPD.

```
15
Properties=species:S:1:pos:R:3:mulliken_charge:R:1
C -0.85 1.07 -0.37 -0.86
N 0.45 0.50 -0.10 0.00
C 0.37 -1.08 -0.22 -0.18
N -0.71 -1.84 -0.14 -0.41
C 0.90 -0.31 1.02 0.31
O 2.21 -0.38 1.32 -0.59
I 3.69 -0.27 -0.18 0.33
H -0.71 1.94 -1.12 0.32
H -1.24 1.40 0.54 0.33
H -1.59 0.42 -0.82 0.37
H 1.17 0.67 -0.79 0.25
H 1.10 -1.40 -0.93 0.31
H -1.46 -1.71 0.57 0.26
H -0.97 -2.29 -0.94 0.21
H 0.18 -0.46 1.96 0.32
```

* gap between HOMO and LUMO: 7.87 eV
* net charge: +1



Most favorable structure: entry x. The second most favorable one is 0.0088 hartree above it.



Entry w
Here is a 3-piece molecular cluster, C2H2N2O4 overall from OMol25. Energies are from ωB97M-V/def2-TZVPD.

```
10
Properties=species:S:1:pos:R:3:mulliken_charge:R:1
C 1.73 1.62 -0.25 -0.08
C -3.88 -0.43 -0.36 0.68
N 2.12 1.94 0.80 -0.19
N 1.86 -1.03 -0.62 0.22
O -4.94 -0.20 -0.01 -0.33
O 0.61 -1.08 -0.18 -0.32
O -2.78 -0.67 -0.57 -0.37
O 2.63 -1.55 0.19 -0.32
H 2.65 1.86 1.64 0.29
H -0.01 -0.47 -0.63 0.42
```

* gap between HOMO and LUMO: 10.45 eV



Entry x
Here is C2H2N2O4 in the gas phase from OMol25. Energies are from ωB97M-V/def2-TZVPD.

```
10
Properties=species:S:1:pos:R:3:mulliken_charge:R:1
O 2.94 -1.81 0.34 -0.29
N 1.91 -1.60 -0.26 0.00
C 1.47 -0.24 -0.27 0.71
N 2.38 0.90 -0.03 0.96
O 1.89 1.82 0.58 -0.53
O 3.51 0.78 -0.45 -0.50
C 0.00 -0.24 -0.13 -0.52
O 0.43 0.02 -1.41 -0.37
H -0.60 -1.14 -0.14 0.29
H -0.43 0.67 0.25 0.25
```

* gap between HOMO and LUMO: 9.17 eV



Most favorable structure: entry w. The second most favorable one is 0.1482 hartree above it.



Entry w
Here is C2H6N2O4 in the gas phase from OMol25. Energies are from ωB97M-V/def2-TZVPD.

```
14
Properties=species:S:1:pos:R:3:mulliken_charge:R:1
C -1.35 -0.53 -1.26 -1.17
C -0.03 0.28 -0.67 0.33
O 1.16 0.00 -1.36 -0.51
N 0.04 -0.10 0.71 -0.23
O 0.79 -1.21 1.11 -0.40
N 0.72 1.16 1.49 1.11
O 0.23 2.21 1.25 -0.59
O 1.50 0.81 2.27 -0.58
H -1.45 -1.66 -1.08 0.26
H -2.04 -0.11 -0.65 0.41
H -1.46 -0.25 -2.29 0.36
H -0.21 1.39 -0.65 0.32
H 1.69 -0.55 -0.87 0.33
H 0.41 -1.44 2.00 0.37
```

* gap between HOMO and LUMO: 10.64 eV



Entry x
Here is a 2-piece molecular cluster, C2H6N2O4 overall from OMol25. Energies are from ωB97M-V/def2-TZVPD.

```
14
Properties=species:S:1:pos:R:3:mulliken_charge:R:1
O -1.53 0.27 1.09 -0.63
N -1.68 -0.70 0.32 0.57
N -1.48 -1.90 0.64 -0.12
O -1.45 -2.76 -0.39 -0.29
H -1.67 -0.47 -0.71 0.20
H -1.31 -2.30 -1.24 0.30
C 1.25 1.79 0.08 -1.22
C 0.76 0.46 -0.40 0.89
O 0.20 0.27 -1.45 -0.61
O 1.21 -0.64 0.30 -0.43
H 2.34 1.81 0.13 0.37
H 0.84 1.98 1.07 0.34
H 0.91 2.57 -0.60 0.31
H 1.62 -0.40 1.15 0.32
```

* gap between HOMO and LUMO: 10.01 eV



Most favorable structure: entry x. The second most favorable one is 0.0785 hartree above it.



Entry w
Here is an isolated ion of composition CH2NO2S and charge -1 from OMol25. Energies are from ωB97M-V/def2-TZVPD.

```
7
Properties=species:S:1:pos:R:3:mulliken_charge:R:1
N 1.33 -0.46 -0.17 -0.49
O 0.05 -0.92 0.24 -0.23
C -0.94 0.17 0.29 0.32
O -0.46 1.28 0.13 -0.58
S -2.73 -0.27 0.28 -0.54
H 1.62 0.33 0.35 0.27
H 1.13 -0.12 -1.13 0.25
```

* gap between HOMO and LUMO: 7.41 eV
* net charge: -1



Entry x
Here is a 2-piece molecular cluster, CH2NO2S overall from OMol25. Energies are from ωB97M-V/def2-TZVPD.

```
7
Properties=species:S:1:pos:R:3:mulliken_charge:R:1
C -0.86 0.93 0.12 0.52
N 0.96 -1.08 0.12 -0.48
O 0.19 1.48 0.17 -0.53
O -0.39 -0.96 0.46 -0.48
S -2.38 1.05 -0.34 -0.47
H 1.46 -0.23 0.28 0.25
H 1.02 -1.19 -0.81 0.18
```

* gap between HOMO and LUMO: 6.70 eV
* net charge: -1



Most favorable structure: entry w. The second most favorable one is 0.0366 hartree above it.



Entry w
Here is a 2-piece molecular cluster, C6H13ClN overall from OMol25. Energies are from ωB97M-V/def2-TZVPD.

```
21
Properties=species:S:1:pos:R:3:mulliken_charge:R:1
C -4.70 -0.99 -0.14 -0.29
C -3.68 -0.23 -0.11 0.01
C 1.47 1.02 -1.17 -0.84
C 2.61 0.06 0.77 -0.75
C 0.68 -1.19 -0.20 -0.80
C 0.27 0.88 0.87 -0.66
N 1.27 0.20 0.07 0.06
Cl -2.75 1.07 0.04 -0.12
H -5.59 -0.65 0.28 0.27
H -4.70 -2.15 -0.43 0.20
H 2.29 0.75 -1.92 0.31
H 0.43 1.07 -1.69 0.33
H 1.76 2.01 -0.69 0.41
H 2.99 1.13 0.73 0.33
H 2.42 -0.47 1.69 0.40
H 3.40 -0.58 0.40 0.32
H 1.27 -1.56 -1.09 0.37
H 0.51 -1.83 0.64 0.40
H -0.40 -1.02 -0.66 0.27
H 0.32 0.48 1.83 0.39
H 0.14 2.03 0.79 0.38
```

* gap between HOMO and LUMO (spin up / spin down): 9.89 / 5.57 eV
* net charge: +1



Entry x
Here is an isolated ion of composition C6H13ClN and charge +1 from OMol25. Energies are from ωB97M-V/def2-TZVPD.

```
21
Properties=species:S:1:pos:R:3:mulliken_charge:R:1
C 1.02 1.23 1.62 -1.12
C 1.46 0.34 0.45 -0.24
N 0.35 -0.56 0.01 0.56
C 0.56 -1.95 0.07 -1.16
C -0.18 -0.17 -1.32 -0.46
C -1.36 0.77 -1.34 -0.30
C -2.42 0.82 -0.50 -0.34
Cl -2.76 -0.48 0.54 -0.13
H 0.19 0.68 2.15 0.30
H 0.33 2.08 1.23 0.30
H 1.64 1.69 2.32 0.41
H 1.78 0.98 -0.39 0.25
H 2.25 -0.33 0.85 0.35
H -0.39 -0.33 0.64 -0.15
H 1.38 -2.49 -0.56 0.32
H 0.68 -2.22 1.11 0.44
H -0.39 -2.44 -0.24 0.46
H -0.34 -1.11 -1.94 0.37
H 0.60 0.43 -1.89 0.36
H -1.26 1.40 -2.16 0.40
H -3.14 1.66 -0.64 0.39
```

* gap between HOMO and LUMO: 10.76 eV
* net charge: +1



Most favorable structure: entry x. The second most favorable one is 0.1926 hartree above it.



Entry w
Here is a 2-piece molecular cluster, C2H7NOS2 overall from OMol25. Energies are from ωB97M-V/def2-TZVPD.

```
13
Properties=species:S:1:pos:R:3:mulliken_charge:R:1
N 3.21 -1.26 -0.55 -0.44
C 2.35 -0.50 0.27 0.27
O 2.15 0.66 0.06 -0.49
H 4.06 -0.76 -0.67 0.24
H 3.22 -2.25 -0.37 0.22
H 1.85 -1.07 1.10 0.18
C -3.02 1.03 -0.97 -0.77
S -1.87 -0.05 0.05 -0.04
S -0.79 0.18 1.75 -0.18
H -3.56 1.76 -0.37 0.29
H -2.37 1.68 -1.62 0.26
H -3.80 0.63 -1.62 0.30
H -1.44 -0.05 2.94 0.14
```

* gap between HOMO and LUMO: 8.64 eV



Entry x
Here is a 2-piece molecular cluster, C2H7NOS2 overall from OMol25. Energies are from ωB97M-V/def2-TZVPD.

```
13
Properties=species:S:1:pos:R:3:mulliken_charge:R:1
N 1.42 1.32 1.06 -0.30
C 1.38 0.15 1.75 0.08
O 0.37 -0.44 2.04 -0.52
H 0.54 1.81 0.97 0.20
H 2.25 1.88 1.10 0.22
H 2.38 -0.24 2.01 0.33
C -1.04 -1.57 -1.08 -0.67
S -1.34 -0.49 -2.48 -0.08
S -0.89 1.35 -1.67 -0.24
H -0.01 -1.55 -0.73 0.21
H -1.25 -2.59 -1.42 0.30
H -1.66 -1.29 -0.24 0.28
H -2.14 1.65 -1.30 0.17
```

* gap between HOMO and LUMO: 9.50 eV



Entry y
Here is a 2-piece molecular cluster, C2H7NOS2 overall from OMol25. Energies are from ωB97M-V/def2-TZVPD.

```
13
Properties=species:S:1:pos:R:3:mulliken_charge:R:1
C 1.27 -2.00 2.19 -0.27
C -1.60 0.24 -1.17 -0.79
N 0.22 2.24 -1.11 -0.57
O 0.78 -0.22 -0.24 -0.57
S 1.90 -3.35 2.88 -0.20
S -0.20 0.85 -0.17 0.52
H 0.58 -1.32 2.66 0.22
H 0.90 2.11 -1.84 0.26
H 1.15 -1.98 1.13 0.24
H -2.10 -0.48 -0.47 0.29
H -2.30 1.12 -1.25 0.30
H -1.20 -0.15 -2.14 0.28
H 0.62 2.95 -0.48 0.28
```

* gap between HOMO and LUMO: 8.32 eV



Most favorable structure: entry x. The second most favorable one is 0.0671 hartree above it.